Computed, not measured: the molecule C28H33N3O5 at a distorted geometry, with ωB97M-V with the def2-TZVPD basis set.

Values from the calculation:
Energy   -44278.6832 eV
SMILES   COc1ccc(N(C(=O)c2ccco2)[C@@H](C(=O)NC2CCCC2)c2ccc(N(C)C)cc2)cc1OC
ΔE to the lowest compared entry with this formula, charge and spin   35.4 kcal/mol
Net charge   0
Frontier orbital gap   8.14 eV
HOMO energy   -7.5 eV
E_LUMO   0.61 eV

Last column: Mulliken charge in e.
Cartesian coordinates (Å):
1 C 4.52 2.67 4.39  -0.9529
2 H 4.18 3.71 4.39  0.3484
3 O 3.44 1.78 4.48  -0.4631
4 C 2.51 1.79 3.50  0.9423
5 C 2.53 2.61 2.38  -0.8281
6 C 1.52 2.55 1.43  -0.9408
7 C 0.50 1.63 1.57  -2.0666
8 C 0.46 0.79 2.68  1.1861
9 C 1.44 0.88 3.65  0.5207
10 O 1.47 0.12 4.78  -0.4599
11 C 0.37 -0.71 5.06  -0.8710
12 H -0.57 -0.15 5.06  0.3792
13 H 0.55 -1.12 6.05  0.2428
14 H 0.30 -1.54 4.34  0.2667
15 H -0.36 0.10 2.78  0.6209
16 N -0.52 1.55 0.58  0.4961
17 C -1.83 1.62 0.97  0.8438
18 O -2.19 1.47 2.12  -0.6674
19 C -2.84 1.87 -0.09  0.2722
20 C -4.12 1.39 -0.16  -0.6496
21 C -4.70 1.97 -1.30  -0.5052
22 C -3.74 2.79 -1.83  -0.6654
23 O -2.62 2.74 -1.10  -0.3209
24 H -3.75 3.44 -2.68  0.5195
25 H -5.69 1.81 -1.68  0.5020
26 H -4.56 0.69 0.52  0.5777
27 C -0.12 1.52 -0.82  0.6823
28 C -0.94 0.55 -1.64  -0.6816
29 C -1.46 -0.62 -1.11  -0.1941
30 C -2.19 -1.50 -1.88  -0.6950
31 C -2.43 -1.25 -3.24  1.1314
32 C -1.88 -0.07 -3.78  -0.7669
33 C -1.16 0.80 -2.99  -0.6954
34 H -0.75 1.70 -3.43  0.5516
35 H -2.01 0.17 -4.82  0.4716
36 N -3.19 -2.10 -4.01  0.0947
37 C -3.62 -3.36 -3.47  -1.0421
38 H -4.24 -3.87 -4.21  0.3246
39 H -4.23 -3.20 -2.58  0.2812
40 H -2.78 -4.01 -3.21  0.3362
41 C -3.25 -1.91 -5.44  -1.0395
42 H -3.86 -2.69 -5.88  0.2983
43 H -3.71 -0.95 -5.68  0.3015
44 H -2.26 -1.94 -5.90  0.3624
45 H -2.57 -2.39 -1.42  0.4221
46 H -1.33 -0.85 -0.06  0.5966
47 H -0.17 2.52 -1.27  0.5154
48 C 1.33 1.03 -1.00  -0.7337
49 O 2.12 1.61 -1.71  -0.7397
50 N 1.59 -0.14 -0.38  0.3907
51 H 0.89 -0.55 0.22  0.0488
52 C 2.87 -0.81 -0.44  -0.5120
53 C 3.54 -0.86 0.93  -0.4988
54 H 3.44 0.08 1.47  -0.0257
55 H 4.61 -1.06 0.80  0.4068
56 C 2.86 -2.02 1.66  0.0704
57 H 3.57 -2.56 2.29  0.6150
58 H 2.07 -1.64 2.31  -0.4734
59 C 2.28 -2.93 0.56  -0.8843
60 H 2.67 -3.95 0.64  0.4087
61 H 1.19 -2.99 0.65  0.2826
62 C 2.67 -2.29 -0.77  -0.9347
63 H 1.91 -2.44 -1.54  0.3693
64 H 3.61 -2.71 -1.13  0.4130
65 H 3.46 -0.28 -1.19  0.6916
66 H 1.56 3.21 0.58  0.4925
67 H 3.32 3.32 2.24  0.4216
68 H 5.12 2.49 3.49  0.3530
69 H 5.13 2.49 5.27  0.2553



Computed, not measured: a cluster of 2 separate species, C28H33N4O in total at a distorted geometry, with ωB97M-V with the def2-TZVPD basis set.

Values from the calculation:
Energy   -37573.6301 eV
ΔE to the lowest compared entry with this formula, charge and spin   13.5 kcal/mol
Net charge   +1
Frontier orbital gap   6.56 eV
HOMO energy   -9.8 eV
E_LUMO   -3.27 eV

Last column: Mulliken charge in e.
Cartesian coordinates (Å):
1 C -2.19 5.64 2.27  -0.9433
2 N -2.24 4.99 0.98  0.0592
3 C -2.82 5.85 -0.03  -0.7977
4 C -3.11 5.11 -1.32  -0.7801
5 C -1.90 4.26 -1.73  -0.8404
6 C -1.38 3.41 -0.64  0.8034
7 C -1.67 3.78 0.71  1.2379
8 C -1.29 2.86 1.73  -1.3861
9 C -0.65 1.67 1.44  -1.5144
10 C -0.27 1.35 0.10  0.8289
11 C 0.65 0.26 -0.18  -0.0634
12 C 1.57 -0.23 0.84  0.2819
13 C 2.23 -1.43 0.52  -0.9344
14 C 3.12 -2.05 1.36  0.6949
15 C 3.36 -1.50 2.65  0.9130
16 N 4.06 -2.21 3.58  0.0157
17 C 4.47 -1.55 4.81  -1.2066
18 C 4.82 -3.40 3.26  -0.5611
19 C 4.13 -4.23 2.18  -0.8413
20 C 3.75 -3.35 0.99  -0.8331
21 C 2.86 -0.21 2.93  -0.7562
22 C 2.02 0.44 2.04  -0.9152
23 C -0.69 2.24 -0.93  -0.7572
24 H -1.77 4.99 3.04  0.2813
25 H -1.59 6.57 2.24  0.3177
26 H -3.21 5.95 2.59  0.3056
27 H -3.74 6.30 0.37  0.4182
28 H -2.13 6.70 -0.24  0.3890
29 H -4.00 4.48 -1.20  0.3368
30 H -3.34 5.84 -2.11  0.3565
31 H -2.18 3.63 -2.58  0.3953
32 H -1.12 4.96 -2.09  0.2864
33 H -1.56 3.07 2.77  0.2798
34 H -0.38 0.98 2.25  0.8471
35 H 1.10 0.25 -1.20  0.3854
36 H 1.97 -1.90 -0.44  0.1279
37 H 3.60 -1.11 5.33  0.3760
38 H 4.92 -2.29 5.49  0.3443
39 H 5.22 -0.75 4.62  0.3630
40 H 5.83 -3.12 2.91  0.2961
41 H 4.95 -3.99 4.18  0.3862
42 H 4.82 -5.02 1.85  0.3578
43 H 3.24 -4.72 2.60  0.3148
44 H 3.06 -3.89 0.33  0.3468
45 H 4.67 -3.16 0.41  0.3089
46 H 3.10 0.26 3.89  0.3083
47 H 1.71 1.46 2.26  0.6417
48 H -0.46 2.01 -1.98  0.4276
49 C -4.28 -3.86 -5.79  -1.2775
50 C -2.94 -3.54 -5.17  0.7844
51 O -1.87 -3.55 -5.77  -0.5915
52 N -3.05 -3.22 -3.82  -0.1772
53 C -2.07 -2.70 -2.95  0.7903
54 C -2.48 -2.16 -1.70  -0.7514
55 C -1.56 -1.47 -0.91  -0.5358
56 N -0.28 -1.27 -1.29  -0.1024
57 C 0.13 -1.85 -2.45  -0.2128
58 C -0.72 -2.58 -3.30  -0.7645
59 H -4.98 -3.05 -5.61  0.3632
60 H -4.16 -4.00 -6.86  0.3446
61 H -4.67 -4.78 -5.37  0.3348
62 H -4.02 -3.19 -3.52  0.2162
63 H -3.53 -2.20 -1.40  0.3212
64 H -1.87 -1.06 0.06  0.3949
65 H 1.18 -1.74 -2.70  0.4719
66 H -0.37 -2.96 -4.27  0.4888



Computed, not measured: the ion C28H33N4O5 with charge -1 at a distorted geometry, with ωB97M-V with the def2-TZVPD basis set.

Values from the calculation:
Energy   -45769.0472 eV
SMILES   CCN(CC)C(=O)[C@@H](C(=O)c1ccccc1)[C@@H](c1ccc(N(C)C)cc1)c1c([O-])n(C)c(=O)n(C)c1=O
Net charge   -1
Frontier orbital gap   5.69 eV
HOMO energy   -3.0 eV
E_LUMO   2.67 eV

Last column: Mulliken charge in e.
Cartesian coordinates (Å):
1 C -5.19 3.50 0.37  -1.1662
2 N -4.35 2.88 1.38  0.1692
3 C -4.71 3.20 2.74  -0.9409
4 C -3.18 2.25 1.01  1.6158
5 C -2.61 2.48 -0.25  -0.3266
6 C -1.31 2.11 -0.51  -0.7035
7 C -0.64 1.17 0.33  -0.9749
8 C 0.75 0.60 0.00  0.6228
9 C 1.84 1.28 0.53  0.9912
10 C 3.14 0.69 0.28  -0.4254
11 O 3.31 -0.41 -0.27  -0.7545
12 N 4.20 1.39 0.84  0.1008
13 C 5.47 0.73 0.73  -1.0902
14 C 4.20 2.78 1.05  0.5701
15 O 5.23 3.40 1.25  -0.7075
16 N 2.95 3.39 1.02  0.1519
17 C 2.92 4.78 1.40  -1.0282
18 C 1.80 2.60 1.23  -0.1338
19 O 0.91 3.01 1.94  -0.6809
20 C -1.20 0.96 1.61  0.0567
21 C -2.46 1.45 1.94  -1.4685
22 H -5.21 2.87 -0.53  0.3613
23 H -6.20 3.61 0.79  0.3175
24 H -4.84 4.50 0.05  0.3129
25 H -4.13 2.58 3.41  0.2655
26 H -4.52 4.25 3.01  0.2868
27 H -5.77 3.02 2.88  0.3316
28 H -3.17 3.05 -0.98  0.3598
29 H -0.78 2.44 -1.42  0.7058
30 H 1.09 0.33 -1.11  -0.0714
31 H 6.20 1.30 1.29  0.3894
32 H 5.34 -0.28 1.14  0.2970
33 H 5.79 0.65 -0.33  0.2841
34 H 1.99 5.23 1.08  0.3147
35 H 3.04 4.87 2.49  0.3145
36 H 3.76 5.30 0.94  0.3451
37 H -0.63 0.35 2.33  0.5044
38 H -2.81 1.29 2.95  0.0793
39 C 1.66 -4.87 -1.16  -1.2956
40 C 0.53 -4.18 -0.44  0.3954
41 N 0.99 -3.31 0.67  0.4871
42 C 1.36 -4.02 1.89  -0.6059
43 C 0.15 -4.56 2.61  -1.1376
44 C 0.81 -1.95 0.79  -0.3383
45 C 0.49 -1.08 -0.48  0.4816
46 C -0.89 -1.42 -1.10  -0.0339
47 C -1.13 -1.36 -2.64  0.0250
48 C -0.96 -2.49 -3.48  -0.4878
49 C -1.16 -2.40 -4.87  -0.7110
50 C -1.47 -1.17 -5.47  -0.3648
51 C -1.67 -0.06 -4.64  -0.7007
52 C -1.52 -0.15 -3.24  0.1162
53 O -1.83 -1.68 -0.35  -0.6370
54 O 0.99 -1.40 1.89  -0.6647
55 H 1.32 -5.62 -1.88  0.3999
56 H 2.26 -4.17 -1.74  0.3117
57 H 2.33 -5.34 -0.43  0.3437
58 H -0.08 -3.61 -1.15  -0.4729
59 H -0.13 -4.92 0.02  0.2550
60 H 2.08 -4.83 1.67  0.3337
61 H 1.84 -3.28 2.54  0.3109
62 H 0.49 -4.99 3.55  0.3976
63 H -0.52 -3.73 2.85  0.2760
64 H -0.40 -5.29 2.02  0.3171
65 H 1.27 -1.47 -1.17  0.9924
66 H -0.71 -3.45 -3.06  0.3607
67 H -1.07 -3.30 -5.50  0.3595
68 H -1.60 -1.12 -6.57  0.3276
69 H -1.95 0.89 -5.10  0.3762
70 H -1.74 0.73 -2.64  0.3076



Computed, not measured: the molecule C28H33N7O2 at a distorted geometry, with ωB97M-V with the def2-TZVPD basis set.

Values from the calculation:
Energy   -44097.0690 eV
SMILES   COc1ccccc1N1CCN([C@@H](c2cc3cc(C)ccc3[nH]c2=O)c2nnnn2C2CCCC2)CC1
ΔE to the lowest compared entry with this formula, charge and spin   31.8 kcal/mol
Net charge   0
Frontier orbital gap   7.55 eV
HOMO energy   -7.4 eV
E_LUMO   0.12 eV

Last column: Mulliken charge in e.
Cartesian coordinates (Å):
1 C -5.05 -3.27 -1.86  -1.0342
2 O -4.03 -2.77 -1.04  -0.3294
3 C -4.33 -1.75 -0.16  0.5289
4 C -5.58 -1.14 -0.10  -0.5317
5 C -5.86 -0.17 0.85  -0.9314
6 C -4.88 0.20 1.75  -0.8728
7 C -3.62 -0.38 1.68  -0.2427
8 C -3.31 -1.34 0.72  0.8980
9 N -2.07 -1.97 0.68  0.1174
10 C -1.39 -2.19 -0.58  -1.2547
11 C -0.03 -1.47 -0.60  -0.8390
12 N -0.16 -0.27 0.19  0.6291
13 C -0.23 -0.60 1.60  -0.1138
14 C -1.14 -1.84 1.77  -1.6661
15 H -0.52 -2.74 1.77  0.4144
16 H -1.68 -1.80 2.72  0.5507
17 H -0.62 0.27 2.14  0.1621
18 H 0.77 -0.83 2.02  0.4633
19 C 0.75 0.83 -0.10  1.0717
20 C 0.54 1.27 -1.51  -0.5728
21 N 1.16 0.81 -2.58  0.0727
22 N 0.65 1.44 -3.62  -0.9023
23 N -0.25 2.26 -3.26  -0.5489
24 N -0.36 2.19 -1.93  1.0043
25 C -1.32 3.00 -1.24  -0.3505
26 H -1.82 3.56 -2.03  0.4759
27 C -0.68 3.98 -0.22  -1.0092
28 C -1.37 3.71 1.12  -0.3868
29 C -2.70 3.07 0.74  -0.7767
30 H -3.15 2.51 1.56  0.2188
31 H -3.40 3.84 0.42  0.3929
32 C -2.34 2.17 -0.44  0.6874
33 H -3.21 1.91 -1.04  0.6222
34 H -1.88 1.25 -0.09  -0.9180
35 H -1.49 4.63 1.70  0.5359
36 H -0.77 3.02 1.72  -0.0072
37 H 0.40 3.85 -0.16  0.3029
38 H -0.86 5.01 -0.55  0.3963
39 C 2.21 0.54 0.20  -0.3457
40 C 3.00 -0.24 -0.56  0.1073
41 C 4.35 -0.52 -0.19  0.1103
42 C 5.20 -1.33 -0.96  -0.6578
43 C 6.50 -1.58 -0.56  0.5525
44 C 6.96 -1.01 0.63  -0.7532
45 C 6.15 -0.21 1.41  -0.7684
46 C 4.84 0.04 1.01  0.0952
47 N 4.00 0.83 1.75  -0.0315
48 C 2.70 1.14 1.43  0.4438
49 O 2.05 1.88 2.16  -0.7527
50 H 4.36 1.25 2.60  0.2467
51 H 6.52 0.22 2.32  0.3848
52 H 7.98 -1.20 0.94  0.4248
53 C 7.42 -2.43 -1.38  -1.4904
54 H 6.91 -2.81 -2.26  0.3549
55 H 7.77 -3.28 -0.79  0.3392
56 H 8.29 -1.86 -1.70  0.3337
57 H 4.82 -1.75 -1.87  0.4323
58 H 2.64 -0.65 -1.49  0.5249
59 H 0.46 1.65 0.57  -0.0730
60 H 0.23 -1.21 -1.63  0.5999
61 H 0.76 -2.13 -0.21  0.2494
62 H -1.25 -3.26 -0.75  0.3097
63 H -2.01 -1.80 -1.39  0.5432
64 H -2.87 -0.06 2.38  0.3276
65 H -5.09 0.94 2.50  0.3989
66 H -6.84 0.28 0.88  0.4019
67 H -6.36 -1.44 -0.78  0.4344
68 H -5.89 -3.65 -1.28  0.3660
69 H -4.59 -4.09 -2.41  0.2479
70 H -5.41 -2.52 -2.57  0.3867